1.
ORCA calculation (the ωB97M-V functional and the def2-TZVPD basis) on 5 unconnected molecules or ions with the total composition C31H42IN3O15 at a distorted geometry.

## Properties
highest occupied orbital energy	-8.0919	eV
structure (SMILES)	CC(C)=Nc1ccc2nc(I)c(COCOCCO)nc2c1.C[C@@H]1COC(=O)O1.C[C@@H]1COC(=O)O1.C[C@@H]1COC(=O)O1.C[C@@H]1COC(=O)O1
ΔE to the lowest compared entry with this formula, charge and spin	63.4	kJ/mol
Kohn-Sham gap	0.283	Eh

```
! RIJCOSX wB97M-V def2-TZVPD def2/J DEFGRID3
* xyz 0 1
C 3.43972 -1.23253 -2.74957
C 2.16539 -1.33631 -1.92101
C 2.32117 -1.87708 -0.50958
N 1.02365 -0.95173 -2.40755
C 0.48747 0.08962 -1.59997
C -0.87029 0.08125 -1.11303
C -1.31357 1.10484 -0.34626
C -0.48454 2.20859 0.03328
N -1.04327 3.18542 0.80425
C -0.17849 4.13261 1.02812
I -0.91436 5.79942 2.17404
C 1.18761 4.17654 0.59383
C 2.12015 5.35858 0.93113
O 3.47458 4.94514 0.95881
C 4.09645 5.10939 -0.27661
O 5.47584 4.84209 -0.15530
C 6.08977 4.73417 -1.42858
C 6.68332 3.34197 -1.71238
O 7.89925 3.52357 -2.46889
N 1.69719 3.21823 -0.14221
C 0.83163 2.20852 -0.45285
C 1.30006 1.15187 -1.28174
H 4.04828 -0.47404 -2.22075
H 3.23601 -0.83239 -3.74811
H 4.03854 -2.15493 -2.74489
H 1.41253 -1.73544 0.09433
H 2.58142 -2.95082 -0.47142
H 3.09956 -1.27617 -0.00484
H -1.56128 -0.72153 -1.36613
H -2.35081 1.09773 -0.00201
H 1.91074 5.79202 1.91308
H 1.96411 6.10480 0.12844
H 3.70984 4.42414 -1.05885
H 3.94083 6.14329 -0.66953
H 6.91910 5.46034 -1.46583
H 5.40656 5.00652 -2.25414
H 6.96193 2.78765 -0.80736
H 6.03498 2.70592 -2.33872
H 7.74405 3.29064 -3.38822
H 2.32284 1.22822 -1.65113
C 0.99579 -7.57803 2.21629
C 1.13333 -6.15105 1.70556
C 2.25686 -5.93333 0.72439
O 2.56747 -4.54416 0.92153
C 2.23170 -4.24730 2.20784
O 2.54056 -3.24415 2.76502
O 1.50539 -5.24687 2.76346
H 1.68128 -8.25226 1.72772
H 1.16228 -7.63231 3.29310
H -0.00604 -7.95598 2.01693
H 0.17979 -5.80181 1.29836
H 1.95839 -6.11989 -0.30304
H 3.14968 -6.52058 0.94916
C -3.01271 -10.03001 -1.25173
C -1.96033 -8.93174 -1.28260
C -1.19065 -8.83039 -2.57360
O 0.05079 -8.26214 -2.14032
C 0.23153 -8.64496 -0.85204
O 1.25036 -8.51786 -0.24812
O -0.89861 -9.19205 -0.34327
H -3.11081 -10.52704 -2.21786
H -2.78455 -10.77965 -0.49590
H -3.99056 -9.60976 -1.01780
H -2.40753 -7.97209 -1.01235
H -1.67671 -8.18743 -3.30455
H -0.98373 -9.80112 -3.03055
C -4.09690 3.73494 -2.05555
C -3.75646 3.20582 -3.44077
C -4.77401 3.52260 -4.50611
O -4.58670 2.44947 -5.43302
C -4.12322 1.38655 -4.71998
O -4.05206 0.27741 -5.13594
O -3.75867 1.76765 -3.46760
H -4.99869 4.34942 -2.06349
H -4.23440 2.92658 -1.33940
H -3.29179 4.37058 -1.68622
H -2.75780 3.53700 -3.73713
H -4.59640 4.48340 -4.98586
H -5.80422 3.48774 -4.14226
C -2.65054 4.60821 5.75405
C -3.81453 5.57288 5.58768
C -4.20251 6.31638 6.83987
O -5.58700 6.59276 6.61202
C -6.05852 5.60914 5.79773
O -7.20735 5.41689 5.57157
O -5.03556 4.87640 5.28393
H -2.20959 4.66784 6.75069
H -2.95197 3.57845 5.56958
H -1.85666 4.85317 5.04817
H -3.61793 6.26311 4.76251
H -3.64107 7.23947 6.97277
H -4.11635 5.71002 7.74524
*
```

2.
ORCA calculation (the ωB97M-V functional and the def2-TZVPD basis) on a molecular structure, C31H42N6O2SiW at a distorted geometry.

## Properties
⟨S²⟩	2.018
highest occupied orbital energy (spin up / spin down)	-13.2007 / -13.7012	eV
ΔE to the lowest compared entry with this formula, charge and spin	94.1	kJ/mol
Kohn-Sham gap (spin up / spin down)	0.269 / 0.266	Eh

```
! RIJCOSX wB97M-V def2-TZVPD def2/J DEFGRID3
* xyz 2 3
W 0.02340 0.38760 -0.10570
C -2.51270 -1.35240 1.06840
N -1.45250 -1.65720 0.10930
C -0.61050 -2.78440 0.52890
C 0.86220 -2.54590 0.28020
C 1.74010 -3.60410 0.45090
C 3.06100 -3.48990 0.04480
C 3.42130 -2.32110 -0.61930
C 2.51900 -1.28840 -0.70670
N 1.26480 -1.33180 -0.18010
C -2.07850 -1.91760 -1.19900
C -1.10290 -1.67590 -2.31230
C -1.19480 -2.36930 -3.50750
C -0.28710 -2.11590 -4.52500
C 0.70050 -1.17070 -4.27890
C 0.72230 -0.51820 -3.06790
N -0.17130 -0.72400 -2.07910
C -3.12100 -0.02400 0.70500
C -4.41410 0.27480 1.10300
C -4.95800 1.50670 0.78400
C -4.17070 2.39160 0.06340
C -2.88710 2.02270 -0.29140
N -2.34540 0.82580 0.00040
H -2.09810 -1.27310 2.07720
H -3.28380 -2.13690 1.08130
H -0.87710 -3.70460 -0.01050
H -0.78050 -3.01090 1.58520
H 1.39020 -4.52150 0.89750
H 3.76880 -4.28620 0.20090
H 4.40290 -2.20810 -1.04780
H 2.78560 -0.37190 -1.21850
H -2.91990 -1.22480 -1.33400
H -2.48240 -2.93780 -1.24950
H -1.98200 -3.09440 -3.64520
H -0.34870 -2.63140 -5.46940
H 1.43950 -0.92850 -5.02320
H 1.48470 0.21750 -2.88120
H -4.98510 -0.45300 1.65750
H -5.95790 1.76380 1.09440
H -4.55210 3.35990 -0.21760
H -2.29130 2.71410 -0.86140
N 2.22460 1.35000 0.46600
C 3.48460 0.93330 1.14110
C 3.22770 0.02660 2.33500
C 2.38130 0.70390 3.42050
C 1.18210 -0.16800 3.77140
N 0.34600 -0.45450 2.57340
H 2.52050 1.88700 -0.35100
H 1.77880 2.03840 1.08380
H 4.02480 1.82680 1.47440
H 4.12550 0.41220 0.42880
H 4.18910 -0.28710 2.74040
H 2.71030 -0.87210 1.99210
H 2.02620 1.68180 3.08880
H 2.96340 0.87120 4.32600
H 0.58980 0.33040 4.54270
H 1.54110 -1.11190 4.18790
H -0.53600 0.04320 2.72680
H 0.12960 -1.44400 2.61620
O -1.81030 1.31760 2.62840
C -1.10870 2.21710 2.19290
O -0.23520 2.05630 1.27720
H -1.18000 3.24760 2.58980
C 0.14430 4.18010 -0.81810
Si 0.22720 2.43980 -1.67350
C 1.90970 2.72900 -2.62360
C -1.10720 2.46320 -3.07570
C -2.13990 1.52810 -3.14990
C -3.16490 1.64510 -4.06980
C -3.16810 2.69230 -4.97610
C -2.12920 3.60670 -4.95660
C -1.12340 3.49570 -4.01210
H 0.17600 4.95340 -1.58160
H 0.99240 4.35060 -0.15800
H -0.75350 4.34710 -0.23100
H 1.75430 3.60280 -3.24650
H 2.23180 1.94700 -3.30090
H 2.75220 2.97570 -1.98200
H -2.14300 0.68640 -2.46570
H -3.95880 0.91330 -4.07700
H -3.96480 2.78340 -5.69620
H -2.10730 4.40880 -5.67790
H -0.33590 4.23170 -4.01150
*
```

3.
ORCA calculation (the ωB97M-V functional and the def2-TZVPD basis) on a molecular structure, C31H43BeN4O4 at a distorted geometry.

## Properties
⟨S²⟩	0.751
highest occupied orbital energy (spin up / spin down)	-6.5996 / -6.9725	eV
ΔE to the lowest compared entry with this formula, charge and spin	18.4	kJ/mol
Kohn-Sham gap (spin up / spin down)	0.257 / 0.233	Eh

```
! RIJCOSX wB97M-V def2-TZVPD def2/J DEFGRID3
* xyz 0 2
Be 1.98253 -11.44219 10.75322
C 0.25071 -13.59207 6.81076
C 0.38833 -13.92770 8.31595
O 1.17157 -13.04151 9.05514
H -0.55825 -14.17169 6.36609
H 1.09795 -13.79497 6.15569
H 0.01902 -12.56823 6.51722
H 0.56144 -14.95426 8.63892
H -0.62972 -13.80464 8.68544
N 4.13652 -11.58917 9.27263
C 5.15548 -10.74828 9.60951
C 6.44266 -10.90376 9.15430
C 6.76849 -12.02069 8.34709
C 5.76492 -12.89280 7.98769
C 4.48924 -12.56414 8.37469
H 4.92287 -9.89755 10.23285
H 7.29303 -10.30418 9.44374
H 7.78312 -12.16169 8.00496
H 5.96492 -13.76015 7.37605
H 3.67660 -13.18924 8.03517
N 1.63717 -9.52184 8.85801
C 1.58351 -9.94544 7.63270
C 1.60210 -9.09827 6.55033
C 1.56686 -7.71587 6.73416
C 1.48987 -7.23091 8.03729
C 1.55192 -8.16320 9.06467
H 1.72044 -11.00713 7.48963
H 1.50086 -9.51158 5.55769
H 1.59935 -7.02207 5.90712
H 1.33620 -6.17749 8.21924
H 1.48528 -7.91189 10.11290
N -0.93637 -12.06415 0.82735
C -0.63287 -12.46516 2.10117
C -1.35684 -13.51977 2.69884
C -2.45245 -14.08937 2.08173
C -2.76810 -13.57032 0.77025
C -1.93369 -12.68299 0.13700
H 0.22094 -12.00728 2.57840
H -1.14691 -13.89893 3.68807
H -3.05215 -14.82352 2.59922
H -3.65166 -13.91583 0.25416
H -2.07973 -12.19793 -0.81683
N 0.55314 -12.89306 12.61348
C 0.00958 -12.60804 13.77880
C -0.93813 -13.37806 14.48088
C -1.42719 -14.53807 13.75778
C -0.72606 -14.91708 12.64833
C 0.17826 -14.07589 12.06602
H 0.31770 -11.70103 14.27759
H -1.39366 -12.99657 15.38274
H -2.24248 -15.14090 14.12966
H -0.92895 -15.83904 12.12372
H 0.80331 -14.38971 11.24308
C 4.36245 -10.93974 4.62956
C 3.28319 -11.84850 4.28166
O 2.16550 -11.54612 4.43445
C 3.61965 -13.30198 3.83131
H 4.06389 -10.41980 5.53984
H 4.57359 -10.28082 3.78733
H 5.20219 -11.56948 4.92346
H 4.55716 -13.64472 4.26914
H 3.68347 -13.28320 2.74334
H 2.94921 -14.08371 4.18839
C -3.02640 -12.21327 6.98494
C -3.64857 -13.25442 7.79029
O -4.49582 -13.01669 8.58968
C -3.43539 -14.72187 7.41972
H -2.99376 -12.59294 5.96372
H -1.99591 -12.08172 7.31491
H -3.58365 -11.28743 7.12774
H -3.78003 -15.44666 8.15729
H -2.47390 -15.03571 7.01334
H -3.92056 -14.96396 6.47415
C 3.21934 -19.34039 8.07517
C 2.66246 -18.47893 9.15703
O 2.64851 -18.68793 10.37422
C 1.84003 -17.35011 8.72072
H 2.54337 -19.01406 7.28480
H 3.07930 -20.40864 8.24045
H 4.24267 -19.05843 7.82738
H 1.60310 -16.85362 9.66171
H 0.89596 -17.56600 8.22048
H 2.41065 -16.70273 8.05485
*
```

4.
ORCA calculation (the ωB97M-V functional and the def2-TZVPD basis) on a molecular structure, C31H43ClF5N2O6OsSSeSi3Te at a distorted geometry.

## Properties
⟨S²⟩	6.013
highest occupied orbital energy (spin up / spin down)	-3.6696 / -4.5741	eV
ΔE to the lowest compared entry with this formula, charge and spin	220.0	kJ/mol
Kohn-Sham gap (spin up / spin down)	0.208 / 0.241	Eh

```
! RIJCOSX wB97M-V def2-TZVPD def2/J DEFGRID3
* xyz -1 5
Os -1.28012 -1.03480 -1.02693
C 1.16228 -3.78220 5.68567
C 1.89878 -2.60670 5.12717
C 2.62898 -1.74910 5.92567
C 3.26328 -0.65380 5.35837
Cl 4.21788 0.38260 6.36777
C 3.15288 -0.38120 4.00887
C 2.44108 -1.24740 3.19247
C 1.83088 -2.36960 3.74177
O 1.15428 -3.31060 3.03907
C 1.19888 -3.27820 1.62947
C 0.25638 -2.24260 0.97747
O -0.96902 -2.43120 1.07207
O 0.78218 -1.29690 0.34337
H 1.30448 -3.86470 6.75887
H 1.50448 -4.69990 5.21107
H 0.10168 -3.67440 5.46677
H 2.70518 -1.92660 6.98847
H 3.60008 0.51090 3.59857
H 2.35998 -1.02470 2.13907
H 0.83558 -4.26240 1.32117
H 2.22268 -3.12060 1.27197
O -0.01972 -5.12390 -1.71463
C -0.43462 -4.02010 -1.71813
N -0.86132 -2.92360 -1.81283
O -1.02072 2.44770 -1.97483
C -2.11322 2.10050 -1.53733
C -3.29132 3.04330 -1.31013
C -4.42832 2.10540 -0.92123
C -3.73152 0.75930 -0.76753
O -4.19532 -0.27650 -0.33283
N -2.44592 0.84570 -1.20513
H -3.47732 3.63190 -2.21073
H -3.03442 3.72360 -0.49793
H -5.18952 2.02830 -1.69973
H -4.91912 2.37750 0.01137
C -2.02972 -0.25390 -6.75703
Si -1.44842 -0.79470 -5.00903
C -0.51772 -2.44890 -5.20063
C -3.00412 -1.07780 -3.94873
C -0.35932 0.65410 -4.40073
Te 0.63518 0.40000 -2.49503
C 2.13078 -0.95550 -3.32243
Si 3.36798 -0.02730 -4.43483
C 3.00668 -0.34970 -6.29523
C 3.31788 1.86040 -4.15443
C 5.14418 -0.60640 -4.00953
H -2.71352 -0.97920 -7.18243
H -1.19422 -0.15840 -7.44043
H -2.53912 0.70270 -6.73923
H -1.15112 -3.19220 -5.67703
H -0.24372 -2.84710 -4.22763
H 0.38058 -2.34970 -5.80323
H -3.55912 -1.94190 -4.30243
H -3.67532 -0.22350 -3.95003
H -2.73402 -1.28700 -2.90013
H -0.96732 1.54190 -4.24853
H 0.40258 0.90740 -5.13403
H 1.64108 -1.77140 -3.84033
H 2.62868 -1.38590 -2.45733
H 1.98538 -0.08070 -6.54973
H 3.14578 -1.39500 -6.55573
H 3.66708 0.23690 -6.92893
H 2.39088 2.28100 -4.53153
H 4.14268 2.37770 -4.63663
H 3.35488 2.07710 -3.09043
H 5.27668 -1.66780 -4.19153
H 5.35948 -0.42610 -2.96093
H 5.88698 -0.07330 -4.59493
C -2.14722 -1.99210 4.15327
Si -1.77492 -0.12680 4.03577
C -3.18572 0.97810 4.72837
C -0.16722 0.33870 4.96677
Se -1.71292 0.45540 1.75817
H -2.05902 -2.35730 5.17227
H -1.47452 -2.56480 3.51977
H -3.15272 -2.20270 3.80217
H -3.41022 0.73290 5.76187
H -4.09332 0.86410 4.14147
H -2.90392 2.02790 4.68897
H 0.08268 -0.42740 5.69437
H -0.26792 1.27830 5.50177
H 0.68658 0.43130 4.30337
F -0.53902 6.98640 4.02187
C -0.41432 5.75330 3.49297
C 0.81008 5.07180 3.53567
F 1.87588 5.65580 4.11107
C 0.91138 3.80510 3.00197
F 2.08688 3.16490 3.08057
C -0.16652 3.14730 2.38457
S 0.15298 1.56350 1.66627
C -1.38052 3.85430 2.35947
F -2.48362 3.30880 1.81137
C -1.50802 5.11710 2.90597
F -2.70392 5.73510 2.86377
*
```